The following is a DFT calculation (ωB97M-V/def2-TZVPD) of one molecule with the formula C4H11NO.

Values from the calculation:
**SMILES**: C[C@@H](N)CCO
**Frontier orbital gap**: 10.03 eV
**ΔE to the lowest compared entry with this formula, charge and spin**: 186.42 kJ/mol
**Molecular weight**: 89.14 g mol⁻¹

Atoms and positions in Å:
C  -2.2551  -0.3827  0.5117
C  -0.9417  -0.0516  -0.1252
C  0.2815  -0.4659  0.7123
C  1.7281  -0.0816  0.3123
O  1.9352  -0.4804  -1.0834
N  -0.9173  1.4228  -0.4048
H  -2.4128  -1.4237  0.8571
H  -2.2712  0.3130  1.3799
H  -3.1398  0.0685  -0.0159
H  -0.8373  -0.3898  -1.1763
H  0.2504  -1.6328  0.8442
H  0.0421  0.0201  1.9002
H  2.4412  -0.6972  0.8212
H  2.0096  0.9598  0.3242
H  2.6561  -1.1204  -1.1603
H  -0.0802  1.5400  -0.9786
H  -0.7958  2.0604  0.3844

Forces on atoms 1 to 6 (eV/Å):
-1.158 1.206 1.060
1.258 1.675 -1.327
-0.702 -0.851 3.746
-0.745 -1.233 -2.060
-0.225 0.076 -0.109
0.526 -0.173 -0.433



The following is a DFT calculation (ωB97M-V/def2-TZVPD) of a 2-piece molecular cluster, C3H10N2O overall.

Values from the calculation:
**SMILES**: [H]/N=C/NCC.O
**Frontier orbital gap**: 9.90 eV
**ΔE to the lowest compared entry with this formula, charge and spin**: 114.75 kJ/mol
**Molecular weight**: 90.13 g mol⁻¹

Atoms and positions in Å:
C  1.3939  -1.3419  -1.9598
C  1.6589  -1.2596  -0.4412
N  0.4345  -1.0318  0.3334
C  -0.2892  0.1091  0.1928
N  -1.4105  0.3084  0.7518
H  0.3899  -1.7115  -2.1572
H  1.4857  -0.3835  -2.4290
H  2.1287  -1.9866  -2.4449
H  2.2705  -0.4119  -0.2235
H  2.0673  -2.2229  -0.1560
H  -0.0935  -1.8349  0.6377
H  0.2655  0.8870  -0.3012
H  -1.7571  1.2259  0.5044
H  -2.3771  2.7538  2.0612
H  -3.5505  3.5067  2.8982
O  -2.6170  3.3939  2.7332

Forces on atoms 1 to 6 (eV/Å):
0.259 -0.296 0.276
-1.689 -0.267 -0.786
-0.079 -0.476 -0.125
0.559 0.054 0.781
-0.595 -0.339 -0.162
0.020 -0.186 -0.005



The following is a DFT calculation (ωB97M-V/def2-TZVPD) of a 2-piece molecular cluster, C10H14N4 overall.

Values from the calculation:
**SMILES**: C=N/C=C(/C)C#N.C=NC(C)(C)C#N
**Frontier orbital gap**: 8.93 eV
**ΔE to the lowest compared entry with this formula, charge and spin**: 305.43 kJ/mol
**Molecular weight**: 190.25 g mol⁻¹

Atoms and positions in Å:
C  0.9843  1.4670  1.6341
C  -1.7561  -1.5194  -0.5276
C  2.5416  -0.4201  1.2969
C  3.8907  1.3002  0.4897
C  0.2602  -0.1704  -2.0096
C  1.3583  0.0802  1.8967
C  0.6466  -0.7738  2.9193
C  -2.7042  -0.5636  -2.5377
C  -2.6673  0.7603  -0.3693
C  -2.0108  -0.2726  -1.2208
N  0.7064  2.5854  1.5265
N  -1.2240  -2.2842  0.1661
N  3.2546  0.2652  0.3419
N  -0.7972  0.3522  -1.5634
H  2.8490  -1.4410  1.1664
H  4.4304  1.5706  -0.3916
H  4.1350  1.8680  1.3538
H  0.4635  -1.2811  -2.2914
H  1.0959  0.4432  -2.2596
H  0.4819  -1.7824  2.5125
H  -0.2201  -0.3051  3.3789
H  1.4575  -0.9359  3.6849
H  -2.3015  -1.5611  -2.9115
H  -3.8751  -0.6482  -2.4442
H  -2.5797  0.1915  -3.2356
H  -3.2337  0.2944  0.4277
H  -3.2024  1.3836  -1.0887
H  -1.9839  1.3971  0.0557

Forces on atoms 1 to 6 (eV/Å):
0.239 -0.353 0.541
1.623 -1.268 2.159
-3.158 2.001 0.085
2.020 1.392 -0.957
-0.504 -2.140 -0.506
2.808 -0.768 -1.429



The following is a DFT calculation (ωB97M-V/def2-TZVPD) of an isolated ion of composition C21H42IN5O2P and charge +1.

Values from the calculation:
**SMILES**: CCCCCN(CCCCOC(C)=O)c1nc([PH2]=N)n(CCCCC)[n+]1C[C@H](C)I
**Frontier orbital gap**: 9.24 eV
**Charge**: +1
**Molecular weight**: 554.48 g mol⁻¹

Atoms and positions in Å:
C  7.0617  -0.8741  0.4510
C  6.6131  -0.6804  -1.0111
C  5.6070  -1.7284  -1.4857
C  4.3409  -1.8244  -0.6392
C  3.7172  -0.4509  -0.3109
N  2.2692  -0.3499  -0.5498
C  1.7251  -0.2338  -1.7622
P  2.6031  -0.1708  -3.3673
N  3.6992  0.9418  -3.4531
N  0.4032  -0.1444  -1.6753
C  0.0907  -0.2217  -0.3803
N  -1.1612  -0.1770  0.0742
C  -2.1822  0.0303  -1.0092
C  -3.5974  0.2445  -0.5366
C  -4.5129  0.1425  -1.7797
C  -4.9157  -1.2849  -2.1047
C  -5.3352  -1.4735  -3.5631
C  -1.4951  -0.3252  1.4744
C  -1.4349  0.9985  2.2810
C  -2.7827  1.7028  2.4867
C  -2.7160  3.0899  1.8618
O  -3.8291  3.8913  2.2223
C  -4.7196  4.1172  1.1967
C  -6.1399  3.8995  1.6249
O  -4.3704  4.4628  0.0861
N  1.2511  -0.3526  0.3585
C  1.5478  -0.4305  1.7639
C  1.5189  -1.8570  2.4101
C  2.7084  -2.0456  3.3403
I  1.3338  -3.4652  1.0083
H  6.6470  -0.1336  1.1279
H  8.1368  -0.7557  0.5011
H  6.8055  -1.8779  0.7715
H  7.4899  -0.7675  -1.6462
H  6.2312  0.3235  -1.1790
H  6.1064  -2.6934  -1.4302
H  5.4051  -1.5554  -2.5413
H  3.5886  -2.3946  -1.1777
H  4.5682  -2.3726  0.2678
H  4.1681  0.2851  -0.9677
H  3.9923  -0.1613  0.6951
H  1.5411  0.0471  -4.2556
H  3.0074  -1.5005  -3.5859
H  4.5977  0.5219  -3.6662
H  -2.1087  -0.8310  -1.6632
H  -1.8836  0.9214  -1.5477
H  -3.9349  -0.5290  0.1486
H  -3.7534  1.2326  -0.1246
H  -3.9269  0.5126  -2.6240
H  -5.3717  0.7978  -1.6928
H  -5.7188  -1.6040  -1.4458
H  -4.0849  -1.9667  -1.9240
H  -5.7823  -0.5735  -3.9791
H  -6.0862  -2.2544  -3.6243
H  -4.4931  -1.7424  -4.1909
H  -0.8801  -1.0829  1.9425
H  -2.5008  -0.7052  1.5879
H  -1.0499  0.7213  3.2627
H  -0.6869  1.6578  1.8472
H  -2.9207  1.8674  3.5504
H  -3.6251  1.1271  2.1210
H  -1.8204  3.5693  2.2502
H  -2.5764  3.0204  0.7839
H  -6.2262  4.2317  2.6543
H  -6.3086  2.8250  1.6372
H  -6.8092  4.4257  0.9628
H  0.8639  0.1648  2.3517
H  2.5303  -0.0265  1.9626
H  0.6324  -1.9223  3.0271
H  2.5266  -1.4579  4.2394
H  2.7772  -3.0738  3.6691
H  3.6351  -1.7011  2.8921

Forces on atoms 1 to 6 (eV/Å):
-0.002 0.200 -0.637
0.130 -0.140 0.171
0.422 0.182 0.243
-0.441 0.200 -0.317
0.622 -0.304 -0.001
0.914 0.008 -1.065



Listing highest occupied orbital energy for the structures above in their given order: -9.210 -8.965 -8.708 -12.148 eV.
Listing largest force on an atom for the structures above in their given order: 3.906 1.883 4.264 1.482 eV Å⁻¹.